# 1
A gas-phase ion, C8H11N2O (charge +1) in a non-equilibrium geometry. Source: the Open Molecules 2025 dataset; level of theory: ωB97M-V with the def2-TZVPD basis set.

XYZ file:
```
22
Properties=species:S:1:pos:R:3:forces:R:3
C 2.4285 -1.9291 -1.0123 0.04 -1.09 0.56
C 2.0052 -1.0184 -0.3762 0.36 -0.49 -0.25
C 1.5807 0.2431 0.1018 0.45 1.70 1.46
C 1.9911 0.4707 1.6809 0.22 -2.06 -1.96
O 2.1388 1.2561 -0.6947 2.88 0.40 -0.34
C 0.1475 0.3785 -0.2442 -1.82 1.02 1.04
N -0.5497 1.5033 -0.5001 3.97 0.48 0.11
C -1.8571 1.2955 -0.5702 0.25 -3.10 0.32
C -2.0215 -0.0517 -0.3660 -2.53 1.88 0.75
C -3.2965 -0.8582 -0.2624 1.28 -0.21 0.72
N -0.7898 -0.5449 -0.1191 -0.37 0.60 -0.76
H 2.7486 -2.9084 -1.2131 0.39 -0.52 -0.72
H 1.3220 -0.2485 2.2550 1.16 1.02 -0.29
H 1.8065 1.5284 1.9230 0.32 -0.55 0.08
H 3.1290 0.1125 1.6769 -2.56 1.04 0.49
H 3.1414 1.0812 -0.7562 -2.22 0.57 0.06
H -0.0308 2.3611 -0.6492 -0.27 0.10 -0.02
H -2.5095 2.0579 -0.4456 -2.10 2.12 -0.49
H -2.9084 -1.7770 -0.6928 -1.32 -0.56 -0.57
H -3.6028 -1.1145 0.7623 0.52 0.25 -0.01
H -4.1860 -0.3812 -0.6784 0.53 -0.28 -0.63
H -0.6871 -1.4564 0.1806 0.83 -2.29 0.48
```
Forces are in eV/Å.

Calculated values
E_HOMO: -13.49 eV
max |F|: 4.00 eV/Å
multiplicity: 1
net charge: +1
energy relative to the best compared isomer or geometry (same formula, charge and spin): 3.3145 eV
Kohn-Sham gap: 0.387 Ha

natural (NBO) charges, unit e, in atom order:
1. C -0.1114
2. C -0.1116
3. C 0.1346
4. C -0.5977
5. O -0.7002
6. C 0.4215
7. N -0.4284
8. C -0.0542
9. C 0.1736
10. C -0.6515
11. N -0.4432
12. H 0.2538
13. H 0.2250
14. H 0.2392
15. H 0.2495
16. H 0.5076
17. H 0.4619
18. H 0.2438
19. H 0.2322
20. H 0.2481
21. H 0.2660
22. H 0.4414

---

# 2
A gas-phase ion, C8H11N2O (charge +1) in a non-equilibrium geometry. Source: the Open Molecules 2025 dataset; level of theory: ωB97M-V with the def2-TZVPD basis set.

XYZ file:
```
22
Properties=species:S:1:pos:R:3:forces:R:3
C 0.5684 2.3653 1.3503 -0.39 1.61 1.65
N 0.5555 0.9836 0.8761 -0.91 0.54 2.17
C 1.6151 0.2212 1.0144 1.71 -0.96 1.80
N 1.4526 -1.0603 0.7874 -0.69 0.51 0.95
C 0.0835 -1.4258 0.4355 0.13 2.18 0.00
C 0.2308 -1.9128 -0.9994 -1.24 -1.25 -1.10
O 1.2821 -2.3871 -1.4353 -2.14 1.08 1.00
C -1.0876 -1.7428 -1.7707 2.57 0.68 -0.04
C -1.5315 -0.4794 -1.8127 -0.31 -2.27 0.50
C -1.0709 0.5930 -0.9228 -0.96 0.59 2.35
C -0.7198 0.2768 0.5833 4.53 -4.67 -5.14
H 1.2885 2.5619 2.2478 -0.53 -0.36 -2.37
H 0.4992 3.0913 0.5133 1.10 -0.43 0.45
H -0.3492 2.6493 1.8787 -0.36 -0.85 -0.11
H 2.6139 0.5019 1.5511 -1.89 0.24 -1.74
H 2.2102 -1.6877 0.5719 0.24 -0.13 0.12
H -0.3931 -2.1852 1.1097 0.50 0.77 -0.59
H -1.3058 -2.4765 -2.5245 -0.35 -0.20 -0.10
H -2.3075 -0.2807 -2.5105 -0.55 0.50 -0.48
H -0.2093 1.0519 -1.3471 0.55 0.75 -0.41
H -1.8853 1.2844 -0.7877 -0.18 0.86 -0.67
H -1.5396 0.0576 1.1912 -0.81 0.80 1.76
```
Forces are in eV/Å.

Calculated values
E_HOMO: -13.72 eV
max |F|: 8.29 eV/Å
multiplicity: 1
net charge: +1
energy relative to the best compared isomer or geometry (same formula, charge and spin): 3.5747 eV
Kohn-Sham gap: 0.372 Ha

natural (NBO) charges, unit e, in atom order:
1. C -0.4544
2. N -0.3819
3. C 0.3994
4. N -0.5323
5. C -0.1505
6. C 0.5278
7. O -0.5088
8. C -0.2955
9. C -0.1042
10. C -0.4880
11. C 0.0396
12. H 0.2535
13. H 0.2420
14. H 0.2388
15. H 0.2697
16. H 0.4620
17. H 0.2633
18. H 0.2534
19. H 0.2354
20. H 0.2392
21. H 0.2410
22. H 0.2502

---

# 3
A gas-phase ion, C8H11N2O (charge +1) in a non-equilibrium geometry. Source: the Open Molecules 2025 dataset; level of theory: ωB97M-V with the def2-TZVPD basis set.

XYZ file:
```
22
Properties=species:S:1:pos:R:3:forces:R:3
C 1.2509 2.1779 0.0976 -0.58 -0.49 -0.14
C 1.3581 0.8860 0.5401 1.68 1.05 3.02
C 0.2072 2.4596 -0.8341 3.01 0.85 -0.60
C -0.7145 0.2420 -0.7016 -0.26 -1.61 0.16
C 0.3609 -0.0867 0.3118 -0.98 -1.95 -2.29
C -0.6165 1.4685 -1.3892 -0.32 0.58 2.30
C -1.7734 -0.8499 -0.9349 0.77 -0.75 0.98
C 1.1822 -2.7616 2.5319 -0.47 -3.75 -1.14
N 0.4054 -1.3711 0.6348 1.99 1.12 3.84
N -1.5389 1.9054 -2.2428 -1.58 -1.70 -2.06
O 1.4403 -1.5841 1.8713 -1.90 2.09 -3.53
H 1.9442 2.9702 0.4310 -0.44 -0.65 -0.39
H 2.1289 0.5955 1.2946 -0.51 0.33 -1.00
H 0.3643 3.4431 -1.3649 -1.01 -0.94 0.74
H -1.2507 -1.6649 -1.4656 -0.27 0.45 -0.80
H -1.8058 -1.4645 0.0165 -0.81 1.22 -0.73
H -2.7930 -0.6395 -1.3777 1.48 0.11 0.61
H 0.2631 -2.9175 3.0015 -1.95 1.27 1.13
H 1.0738 -3.6757 1.8971 0.88 0.76 -0.47
H 1.8979 -3.0733 3.2750 0.96 0.88 0.00
H -1.4140 2.7469 -2.7549 0.34 0.76 -0.08
H -1.9703 1.1938 -2.8374 -0.04 0.37 0.44
```
Forces are in eV/Å.

Calculated values
E_HOMO (alpha / beta): -13.09 / -12.98 eV
max |F|: 4.51 eV/Å
multiplicity: 1
net charge: +1
energy relative to the best compared isomer or geometry (same formula, charge and spin): 6.2830 eV
Kohn-Sham gap (alpha / beta): 0.227 / 0.223 Ha

natural (NBO) charges, unit e, in atom order:
1. C -0.2068
2. C -0.1059
3. C -0.0438
4. C 0.1573
5. C 0.0571
6. C 0.1273
7. C -0.7145
8. C -0.2940
9. N 0.0815
10. N -0.7311
11. O -0.3621
12. H 0.2646
13. H 0.2700
14. H 0.2449
15. H 0.2768
16. H 0.2796
17. H 0.2661
18. H 0.1891
19. H 0.1940
20. H 0.2348
21. H 0.4098
22. H 0.4053

---

- Look up the max |F| of the third one.
  4.51 eV/Å